Entry 1:
The following is a DFT calculation (ωB97M-V/def2-TZVPD) of one molecule with the formula C4H6.

```
! RIJCOSX wB97M-V def2-TZVPD def2/J DEFGRID3
* xyz 0 1
C 0.431 -0.156 -0.964
C 0.004 -0.563 0.505
C 0.783 0.534 -2.293
C -0.903 0.469 1.084
H 0.593 -1.289 1.029
H 0.455 0.213 -3.207
H 1.677 1.131 -2.174
H -0.501 1.482 1.035
H -0.949 0.242 2.133
H -1.856 0.370 0.546
*
```

For the LUMO energy (spin up / spin down), the calculation gives 0.9268 / 0.9275 eV. Its orbital gap (spin up / spin down) is 9.65 / 9.65 eV. The value obtained for the HOMO energy (spin up / spin down) is -8.7 / -8.7 eV. As for the SMILES: C=C=CC.

Löwdin atomic charge list, values in e, 2 entries: C 0.0578; C -0.1420



Entry 2:
The following is a DFT calculation (ωB97M-V/def2-TZVPD) of one molecule with the formula C4H6.

```
! RIJCOSX wB97M-V def2-TZVPD def2/J DEFGRID3
* xyz 0 1
C 1.886 -0.886 -0.094
C -1.443 -0.098 -0.191
C 0.248 -0.235 -0.432
C 1.307 0.270 0.552
H -1.793 -0.870 0.497
H -1.542 0.896 0.120
H 0.331 0.250 -1.373
H -1.801 -0.252 -1.193
H 1.161 -0.319 1.429
H 1.646 1.244 0.687
*
```

For the LUMO energy, the calculation gives -0.1505 eV. Its orbital gap is 8.62 eV. The value obtained for the HOMO energy is -8.8 eV.

Löwdin atomic charge list, values in e, 2 entries: C 0.2145; C -0.0331



Entry 3:
The following is a DFT calculation (ωB97M-V/def2-TZVPD) of a 2-piece molecular cluster, C4H6 overall.

```
! RIJCOSX wB97M-V def2-TZVPD def2/J DEFGRID3
* xyz 0 1
C -0.260 -0.022 -0.551
C 0.968 -0.326 -0.214
C -2.501 0.661 -1.550
C 1.141 -0.579 1.265
H 1.867 -0.365 -0.822
H -1.904 1.356 -2.225
H -2.629 1.197 -0.662
H 1.435 -1.708 1.370
H 0.093 -0.427 1.737
H 1.790 0.211 1.650
*
```

For the LUMO energy, the calculation gives -0.8426 eV. Its orbital gap is 7.61 eV. The value obtained for the HOMO energy is -8.5 eV.

Löwdin atomic charge list, values in e, 2 entries: C 0.2060; C -0.2896



Entry 4:
The following is a DFT calculation (ωB97M-V/def2-TZVPD) of one molecule with the formula C4H6.

```
! RIJCOSX wB97M-V def2-TZVPD def2/J DEFGRID3
* xyz 0 1
C 1.086 -0.786 0.084
C -0.014 -0.108 0.023
C 1.279 0.712 -0.022
C -1.452 -0.099 0.026
H 1.515 -1.779 0.103
H 1.383 1.374 0.894
H 1.490 0.969 -1.037
H -1.923 0.152 0.933
H -1.726 -1.046 -0.287
H -1.639 0.611 -0.716
*
```

For the LUMO energy, the calculation gives 1.1728 eV. Its orbital gap is 10.09 eV. The value obtained for the HOMO energy is -8.9 eV. As for the SMILES: CC1=CC1.

Löwdin atomic charge list, values in e, 2 entries: C -0.0268; C -0.2929



Molecular weight in g/mol, matching the order above: 54.09, 54.09, 54.09, 54.09
Energy above the lowest of the compared OMol25 structures with the same formula, charge and spin in eV, matching the order above: 3.772, 5.320, 7.402, 1.879
Max |F| in eV/Å, matching the order above: 9.70, 4.86, 2.66, 2.95